Below is a molecular structure, C6H12OS at a distorted geometry, with properties calculated with ωB97M-V with the def2-TZVPD basis set.

Geometry (Å):
C  0.48618  1.72679  -0.82080
C  0.68393  0.69179  0.21855
C  0.41348  1.14208  1.71868
C  -0.18427  -0.55116  -0.02004
C  0.44862  -1.59570  -0.97938
C  0.12546  -1.86864  0.54612
H  -0.22313  2.75440  -0.17421
H  -0.30504  1.11600  -2.05646
H  1.71964  2.30733  -1.33229
H  0.85390  2.33187  1.62292
H  -0.84864  0.90232  1.85833
H  1.19679  0.36115  2.43267
H  2.30392  -0.25509  -0.98471
H  -2.33327  -0.22381  0.98504
H  1.51740  -1.17087  -1.23123
H  -0.08963  -2.20858  -1.92693
H  1.08164  -1.74727  0.97597
H  -0.67853  -2.57849  0.92327
O  2.14957  0.21263  0.09347
S  -2.07700  -0.03506  -0.36368

Output
orbital gap	9.62	eV
LUMO level	0.410	eV
2S+1	1
total energy	-19289.5399	eV
net charge	0
F_max	5.9	eV/A